{"formula": "C28H63ClINO12P", "method": "ωB97M-V with the def2-TZVPD basis set", "symbols": ["C", "H", "Cl", "C", "H", "O", "C", "N", "H", "C", "H", "H", "C", "H", "O", "C", "C", "H", "C", "C", "H", "O", "H", "O", "H", "O", "H", "C", "H", "H", "H", "O", "H", "C", "C", "P", "H", "H", "H", "H", "H", "H", "H", "H", "H", "H", "H", "C", "H", "H", "H", "H", "H", "C", "O", "C", "H", "H", "C", "H", "H", "H", "I", "H", "H", "O", "O", "C", "H", "H", "H", "H", "O", "H", "H", "C", "H", "C", "H", "C", "H", "H", "H", "H", "O", "H", "C", "H", "C", "C", "H", "H", "H", "H", "H", "C", "C", "O", "H", "H", "C", "C", "H", "C", "H", "H", "H"], "coordinates": [[-6.440, -1.554, 1.524], [4.057, -3.597, 2.275], [1.507, -0.496, 0.367], [2.892, 5.504, 1.413], [4.184, -2.045, 2.600], [-0.698, -7.386, 2.379], [-0.081, 0.285, -3.129], [1.009, -0.469, -2.518], [0.366, 1.059, -3.728], [-0.925, -0.562, -4.066], [-7.017, -0.203, 3.116], [3.019, 4.457, -0.219], [2.937, 1.060, -3.024], [-8.267, -0.473, 1.888], [2.322, 2.544, -1.250], [0.778, -4.999, 4.964], [-1.771, -1.707, -3.475], [2.102, -3.900, -0.831], [-1.693, 0.996, 3.317], [-1.559, -9.427, 3.397], [-2.043, -0.875, -1.458], [-4.446, 0.728, -1.085], [3.297, 6.457, 1.747], [-0.437, -1.076, 3.585], [-1.004, 1.344, 2.546], [1.669, -2.974, 3.956], [1.162, -3.119, 5.956], [-0.937, 4.146, -1.890], [0.737, -5.592, 5.879], [-1.588, -10.011, 4.317], [0.267, -8.385, 3.864], [0.365, 8.095, -3.753], [1.799, 5.588, 1.385], [1.697, 8.618, -3.742], [3.508, -2.641, 1.992], [3.842, -2.502, -2.941], [-6.389, -0.978, -0.329], [2.367, 7.765, -3.649], [-2.493, -1.996, -4.218], [2.076, -2.972, -4.101], [-1.120, -10.038, 2.608], [-2.693, -2.445, -1.736], [-6.759, -2.458, 2.039], [-2.240, 5.821, -1.548], [-0.221, -1.037, -4.736], [1.469, -3.162, 0.659], [3.900, -0.743, -1.325], [1.595, -3.736, 5.161], [-5.362, -1.427, 1.688], [-2.425, -0.871, 4.117], [-0.098, -1.642, -1.241], [-1.599, -7.167, 2.133], [2.926, 1.076, -4.100], [3.056, -1.221, -1.802], [3.381, 5.291, 0.090], [0.813, -1.751, -1.804], [-0.819, 5.786, -0.489], [-1.340, 1.391, 4.272], [2.255, -0.155, -2.487], [1.708, 9.094, -1.641], [3.938, 1.024, -2.639], [0.133, 3.912, -1.845], [4.434, -1.272, -4.979], [0.770, -2.737, 3.697], [1.897, 9.110, -4.698], [4.189, -2.015, 0.694], [-1.415, 3.873, -3.218], [-1.177, 5.587, -1.500], [0.702, -2.614, -2.432], [-0.953, 4.460, -3.823], [2.921, 3.427, 2.006], [-1.196, -7.537, 4.377], [-3.873, -0.970, -2.429], [-0.640, 0.804, -2.369], [-2.585, -9.199, 3.101], [-0.758, -8.152, 3.585], [1.921, 3.074, -3.127], [3.312, 4.387, 2.351], [2.619, -3.982, 5.441], [-2.552, -1.483, -2.196], [-2.682, 1.411, 3.117], [2.948, 4.566, 3.363], [4.399, 4.306, 2.379], [-1.137, -2.564, -3.319], [2.604, -3.443, -3.450], [-0.126, -0.753, 4.435], [-7.197, -0.347, 2.049], [1.223, 10.434, -2.674], [2.349, 2.339, -2.430], [1.987, -1.737, -0.834], [2.929, 9.967, -2.584], [-3.622, 1.026, -2.903], [-0.238, 8.836, -3.846], [-0.662, 6.259, -2.191], [1.211, -5.608, 4.170], [3.513, -3.143, 0.516], [1.907, 9.586, -2.593], [-6.681, -1.766, 0.138], [-1.463, 3.477, -1.216], [-2.068, -0.911, 2.385], [2.159, -3.057, -0.156], [-3.974, 0.354, -2.120], [-0.243, -4.755, 4.662], [-1.734, -0.520, 3.345], [-6.890, 0.558, 1.521], [-1.515, 0.098, -4.674], [4.104, -3.996, 0.311]], "orbital_gap_ha": 0.26345, "energy_ev": -86016.5201, "total_charge": 1, "homo_ev": -10.90}